ORCA calculation (wB97M-V/def2-TZVPD) on a 9-piece molecular cluster, C35H43N11OS overall in a non-equilibrium geometry.

The geometry in XYZ format:
```
91
Properties=species:S:1:pos:R:3
S 0.19 1.31 3.50
O 1.73 -3.55 -0.21
N 8.05 -4.72 5.08
N -1.17 -0.79 -5.94
N -2.86 1.81 -0.73
N 0.55 -0.08 -11.48
N 2.08 4.03 0.54
N -4.90 2.87 -4.67
N -8.56 4.48 -1.09
N 0.25 -1.76 0.75
N -0.04 -5.80 -6.39
N 2.86 -3.54 5.51
N -1.93 1.95 7.13
C 3.87 -4.19 5.51
C -1.29 2.37 3.92
C -1.29 -1.95 -5.65
C 2.60 -5.83 -5.81
C 8.48 -3.60 5.08
C 0.35 -0.26 1.02
C -1.66 0.32 -2.66
C 5.13 -5.00 5.51
C -9.20 5.43 -1.43
C 1.56 2.69 0.67
C -2.14 0.96 7.77
C 2.52 1.46 0.59
C 1.13 -5.82 -6.14
C -2.74 1.31 -2.08
C -0.57 -0.22 -1.63
C -0.06 0.37 -8.89
C -0.69 0.29 -0.12
C -2.41 -0.28 8.57
C 2.40 -1.08 -0.39
C 0.28 0.12 -10.33
C 9.02 -2.20 5.07
C -5.42 3.47 -3.75
C 1.93 -0.04 0.80
C 4.10 1.52 0.34
C 3.27 -1.26 3.08
C 4.60 3.04 0.20
C -10.01 6.63 -1.85
C -6.07 4.22 -2.62
C 2.77 -0.59 2.06
C -2.69 1.57 4.02
C 1.45 -2.32 0.03
C 3.49 4.13 0.30
C -1.88 1.28 0.19
C -1.44 -3.40 -5.28
C -0.29 -0.18 2.50
H 5.46 -5.19 6.53
H 0.84 0.31 -8.28
H -2.98 0.98 3.07
H 8.78 -1.71 4.13
H -2.76 0.88 4.95
H -9.64 7.01 -2.80
H -0.77 -0.39 -8.54
H 4.79 0.61 0.28
H 3.76 -1.87 3.92
H -3.48 -0.51 8.57
H -1.43 -0.33 2.39
H 3.54 -1.19 -0.32
H -1.87 -1.13 8.14
H 4.96 -5.96 5.02
H 5.92 -4.47 4.98
H -5.74 5.26 -2.63
H -0.66 -2.08 0.39
H -1.08 2.80 4.99
H 0.21 -0.97 -2.00
H 2.17 -0.47 -1.33
H -1.71 0.01 -3.76
H -1.79 -3.97 -6.15
H -2.17 -3.51 -4.48
H 3.09 -4.96 -6.25
H 10.10 -2.22 5.20
H -9.93 7.42 -1.09
H 5.72 3.29 0.04
H -1.33 3.31 3.23
H -3.53 2.37 4.17
H 0.09 -1.11 3.10
H -2.08 -0.14 9.60
H -7.15 4.18 -2.73
H 3.88 5.23 0.17
H 3.06 -6.73 -6.22
H -5.79 3.76 -1.67
H -11.06 6.35 -1.96
H -1.95 1.65 1.29
H 0.45 2.55 0.89
H 8.58 -1.63 5.89
H -0.49 -3.81 -4.96
H -3.54 1.69 -2.86
H 2.74 -5.82 -4.73
H -0.51 1.36 -8.77
```

Computed properties:
- 2S+1: 1
- SMILES: C#C[C@@]1(c2cccnc2)CC(=O)N[C@]1(CSCC)c1cccnc1.CC#N.CC#N.CC#N.CC#N.CC#N.CC#N.CC#N.CC#N
- Lowest unoccupied orbital energy: 0.17 eV
- HOMO level: -0.298 hartree
- Max |F|: 0.1392 Eh/bohr
- Frontier orbital gap: 8.3 eV
- Electronic energy: -2434.603044 Eh

Here are the Mulliken charges for atoms 1 to 6, given in e:
1 S -0.078
2 O -0.651
3 N -0.501
4 N -0.545
5 N -0.393
6 N -0.399